1.
DFT (the ωB97M-V functional and the def2-TZVPD basis) results for a molecular structure, C14H15P.

* F_max: 5.3 eV Å⁻¹

```
! wB97M-V def2-TZVPD RIJCOSX def2/J DEFGRID3
* xyz 0 1
H 0.787 -2.142 3.949
H -0.895 -2.058 -0.833
H 0.020 1.566 -2.088
C -1.367 -1.283 -1.383
H 1.499 2.843 -0.777
H -0.536 1.499 1.142
H 2.669 -1.765 -1.625
C -2.895 -0.064 -2.696
C 2.090 1.890 -0.569
C -0.726 0.901 -2.085
H -2.102 1.737 -3.523
H 2.490 1.989 0.412
H 2.209 -2.345 -0.027
C 0.723 -1.392 2.152
C -0.292 0.740 1.735
H 2.937 1.676 -1.330
H -1.163 1.644 3.270
C -2.585 -1.138 -1.917
C -0.697 0.806 3.051
C 1.824 -1.813 -0.847
H 1.322 -2.348 1.867
H -0.546 -0.169 4.970
C -1.918 0.908 -2.870
C 0.455 -0.373 1.264
C -0.495 -0.233 -1.342
C 0.392 -1.318 3.472
H -3.274 -1.988 -1.898
H -3.872 -0.171 -3.116
P 1.096 -0.365 -0.407
C -0.283 -0.208 3.930
*
```



2.
DFT (the ωB97M-V functional and the def2-TZVPD basis) results for 2 unconnected molecules or ions with the total composition C9H14IN3O.

* F_max: 4.4 eV Å⁻¹

```
! wB97M-V def2-TZVPD RIJCOSX def2/J DEFGRID3
* xyz 2 1
H 2.068 2.305 2.574
H 0.094 -2.576 -4.521
C -2.311 -1.332 -0.906
H 4.336 1.242 3.291
H 4.284 2.606 4.353
O -0.320 -1.806 -4.062
H 0.263 0.065 -2.534
H -3.271 -0.699 -0.943
H -0.992 -3.148 -2.611
C -1.668 -0.539 1.398
C 0.192 1.124 1.433
C 2.355 2.057 3.658
H -2.510 -2.460 -0.867
H -0.936 0.382 2.935
H -1.985 -0.398 -3.013
C -1.529 -1.073 -2.271
H -2.208 -2.650 -3.684
N -1.388 -0.743 0.087
H 1.351 1.234 -0.394
C 3.682 1.691 4.065
I 0.853 2.358 5.106
H -2.574 -0.912 1.848
N -0.300 -0.482 -1.840
C -0.317 -0.108 -0.560
H 3.777 1.034 4.925
C -1.248 -2.351 -3.232
N -0.817 0.347 1.975
C 0.557 0.787 0.120
*
```



no.,E_tot (a.u.)
1,-883.6423
2,-887.7795